C37H28CsN4OPSe | the ωB97M-V functional and the def2-TZVPD basis

Results
Charge = -2
LUMO level = 3.79 eV

```
73
Properties=species:S:1:pos:R:3:forces:R:3:lowdin_charge:R:1
Cs 1.89757 -0.19850 -1.03656 -0.1 -1.0 -1.3 1.0577
C 2.13389 3.23158 -1.37103 0.0 0.0 0.1 -0.0592
C 0.81358 3.37888 -0.67529 0.3 -0.1 0.2 -0.3027
N 0.63131 3.54301 0.58056 -0.4 -0.1 -0.4 0.0613
N 1.68055 3.56375 1.44024 0.5 0.0 0.4 0.0398
C 2.39748 2.46782 1.55537 -0.1 0.1 -0.1 -0.5183
O 2.28905 1.38612 0.89880 0.2 0.8 1.1 -0.4055
C 3.44098 2.53023 2.64095 0.0 0.0 0.1 -0.1350
C 4.41068 1.53552 2.70920 0.0 0.0 0.0 -0.0289
C 5.37407 1.54955 3.70811 0.0 0.0 0.0 -0.0999
C 5.37651 2.56002 4.65946 0.0 0.0 0.0 -0.1253
C 4.41079 3.55796 4.59968 0.0 0.0 0.0 -0.1104
C 3.45174 3.54292 3.59857 0.0 0.0 0.0 -0.0448
C -0.41820 3.26782 -1.48083 -0.4 0.0 -0.2 -0.2303
C -1.56370 4.00319 -1.16319 0.0 0.0 0.1 -0.0362
C -2.70281 3.82946 -1.92114 0.0 0.0 0.0 -0.0965
C -2.68241 2.91724 -2.96816 0.0 0.0 0.0 -0.0840
C -1.50352 2.22994 -3.20840 -0.1 -0.1 -0.1 -0.1334
N -0.39088 2.40764 -2.50344 0.1 0.0 0.2 0.1387
H 2.49227 2.21221 -1.24625 0.3 0.5 -0.1 -0.0524
H 2.87469 3.87762 -0.89626 0.0 0.0 0.0 0.0887
H 2.05366 3.44785 -2.43382 0.0 0.0 0.0 0.0783
H 4.38858 0.75140 1.96409 0.0 0.0 0.0 0.1085
H 6.12493 0.76912 3.74647 0.0 0.0 0.0 0.0922
H 6.12301 2.56989 5.44549 0.0 0.0 0.0 0.0854
H 4.40340 4.34802 5.34219 0.0 0.0 0.0 0.0875
H 2.69075 4.30869 3.53586 0.0 0.0 0.0 0.0955
H -1.52802 4.67635 -0.31801 0.0 0.0 0.0 0.1042
H -3.60321 4.39112 -1.69877 0.0 0.0 0.0 0.0974
H -3.55779 2.73273 -3.57681 0.0 0.0 0.0 0.0925
H -1.44820 1.48631 -3.99613 0.0 0.0 0.0 0.0952
C -1.38201 -4.56939 4.10507 0.0 0.0 0.0 -0.1230
C -2.20204 -3.51320 3.72654 0.0 0.0 0.0 -0.1029
C -1.93577 -2.79918 2.56705 0.0 0.0 0.0 -0.0934
C -0.84440 -3.11896 1.75786 0.0 0.0 0.0 -0.3664
C -0.02729 -4.17401 2.16023 0.0 0.0 0.0 -0.1166
C -0.29023 -4.90013 3.31634 0.0 0.0 0.0 -0.1108
P -0.40896 -2.29082 0.12120 -0.4 -0.4 0.5 0.9690
C -1.24005 -0.69975 0.51395 -0.1 0.1 0.0 -0.4197
C -0.70115 0.06707 1.54659 0.0 0.0 -0.1 -0.1309
C -1.26179 1.28548 1.89799 0.0 0.1 0.0 -0.0873
C -2.38622 1.74545 1.22955 0.0 0.0 0.0 -0.1061
C -2.93562 0.98789 0.20458 0.0 0.0 0.0 -0.0946
C -2.36291 -0.22364 -0.15849 0.0 0.1 0.0 -0.0758
C -1.63998 -3.22262 -0.87339 0.0 0.0 -0.2 -0.3127
C -2.51210 -4.23600 -0.57008 0.1 0.1 0.1 -0.0814
C -3.29721 -4.78944 -1.60939 -0.1 -0.1 -0.1 -0.1102
C -3.20867 -4.34019 -2.90211 0.0 -0.1 0.0 -0.0625
C -2.31479 -3.29499 -3.24325 0.1 0.1 0.2 -0.1923
C -2.13672 -2.74292 -4.53313 0.0 0.0 -0.1 -0.0767
C -1.23575 -1.72139 -4.70825 0.0 0.0 -0.2 -0.1114
C -0.48262 -1.19150 -3.63200 -0.1 -0.1 0.2 -0.1749
C -0.60550 -1.67698 -2.34453 0.2 0.1 -0.2 -0.2218
C -1.53108 -2.74328 -2.20289 -0.1 0.0 0.0 -0.2780
H -1.58821 -5.12341 5.01354 0.0 0.0 0.0 0.0864
H -3.05389 -3.24255 4.34085 0.0 0.0 0.0 0.0917
H -2.58258 -1.97440 2.28496 0.0 -0.1 0.0 0.1051
H 0.83374 -4.42519 1.54911 0.0 0.0 0.0 0.0914
H 0.36170 -5.71699 3.60452 0.0 0.0 0.0 0.0898
H 0.18231 -0.28131 2.07141 0.0 0.0 0.0 0.1062
H -0.79415 1.89379 2.66146 0.0 0.0 0.0 0.1026
H -2.81071 2.70923 1.48414 0.0 0.0 0.0 0.0961
H -3.80101 1.35463 -0.33623 0.0 0.0 0.0 0.0944
H -2.77578 -0.79338 -0.98034 0.0 0.0 0.0 0.1037
H -2.61027 -4.61993 0.43825 0.0 0.0 0.0 0.0914
H -3.98998 -5.59003 -1.37070 0.0 0.0 0.0 0.0850
H -3.83150 -4.78399 -3.67383 0.0 0.0 0.0 0.0951
H -2.70352 -3.13529 -5.37208 0.0 0.0 0.0 0.0907
H -1.09298 -1.31467 -5.70655 0.0 0.0 0.0 0.0890
H 0.21474 -0.37991 -3.84062 0.0 0.0 -0.1 0.0641
Se 4.41337 0.80028 -3.98405 -0.4 0.2 0.3 0.2688
C 5.80607 0.15592 -4.93277 0.4 -0.2 -0.2 -1.0684
N 6.70479 -0.24578 -5.55146 0.0 0.0 0.0 -0.0630
```
Forces are in eV/Å.


C37H29ClFeN8O | the ωB97M-V functional and the def2-TZVPD basis

Results
Charge = +1
Multiplicity = 6
LUMO level (spin up / spin down) = -2.84 / -4.33 eV

```
77
Properties=species:S:1:pos:R:3:forces:R:3:lowdin_charge:R:1
Fe 0.84649 -0.00172 -0.07233 -0.4 -0.5 0.0 0.7900
Cl -3.83348 -3.81219 -4.37550 -0.2 -0.2 -0.2 0.6682
C -2.79741 -2.66213 -3.61015 0.3 0.0 0.1 -0.6911
C -3.27236 -1.36167 -3.38890 0.2 -0.2 0.0 -0.0941
C -2.47200 -0.44959 -2.76491 0.2 0.0 0.1 -0.0115
C -1.16006 -0.77155 -2.30677 -0.2 -0.7 -0.4 -0.3737
O -0.44847 0.13609 -1.77033 0.9 0.5 1.1 -0.1365
C -0.69787 -2.11852 -2.52758 -0.4 0.7 0.0 -0.1441
C 0.56119 -2.60390 -2.06623 0.4 0.0 0.2 -0.0674
N 1.33663 -2.04745 -1.19037 -0.6 1.1 0.0 0.0525
C 2.46911 -2.68861 -0.70057 0.4 -0.8 0.1 -0.2134
C 2.68037 -4.05782 -0.76749 -0.2 0.6 0.0 -0.0096
C 3.81749 -4.65418 -0.21817 0.4 0.0 0.2 -0.0598
C 4.76737 -3.90108 0.41467 -0.1 -0.2 -0.1 -0.0267
C 4.59023 -2.51061 0.55023 -0.3 0.1 -0.1 -0.1454
C 5.50555 -1.69905 1.25190 -0.2 0.3 -0.1 0.0104
C 5.24599 -0.36153 1.38700 0.1 -0.3 0.0 -0.0309
C 4.06965 0.15408 0.82689 -0.1 0.0 -0.2 -0.1410
N 3.19668 -0.57300 0.17047 -0.6 0.2 0.1 0.0606
C 3.42789 -1.89340 0.00728 0.3 -0.6 0.1 -0.1523
C -1.53252 -3.02140 -3.21503 -0.3 0.1 0.0 -0.0705
H -4.25824 -1.08971 -3.73325 -0.1 0.0 0.0 0.1084
H -2.81464 0.55874 -2.59305 0.0 0.2 0.0 0.1127
H 0.84764 -3.56611 -2.49790 0.0 0.0 0.0 0.1267
H 1.95228 -4.70513 -1.23104 -0.1 0.0 -0.1 0.1074
H 3.93068 -5.72549 -0.28778 0.0 -0.1 0.0 0.1129
H 5.64506 -4.36031 0.83863 0.1 -0.1 0.1 0.1167
H 6.39779 -2.14112 1.67112 0.1 0.0 0.1 0.1246
H 5.91144 0.28693 1.93258 0.1 0.1 0.0 0.1106
H 3.83938 1.20649 0.91330 -0.1 0.2 0.1 0.1030
H -1.18955 -4.02713 -3.41083 0.1 -0.1 0.0 0.1130
C 1.48637 6.08441 -0.78287 0.0 0.0 0.0 -0.0371
C 0.72182 4.89570 -0.29835 -0.2 -0.2 0.0 -0.2674
C -0.47409 4.50159 -0.89548 0.2 0.1 0.0 -0.0222
C -1.12570 3.35467 -0.50356 0.1 -0.4 0.2 -0.0014
C -0.60516 2.50949 0.50104 0.2 1.2 -0.1 -0.2445
N -1.10099 1.27527 0.77113 0.4 -1.0 -0.2 0.1203
C -2.39821 0.95231 0.75815 -0.3 0.1 0.1 -0.1930
C -3.41937 1.93430 0.88609 -0.1 0.0 0.0 0.0082
C -4.75185 1.62197 0.88487 0.1 0.1 0.0 -0.0217
C -5.17705 0.29579 0.76750 0.3 0.1 0.0 -0.2459
C -6.62800 -0.04813 0.79292 0.0 0.0 0.1 -0.0312
C -4.20193 -0.68974 0.70032 0.2 0.0 0.0 0.0351
C -2.84167 -0.40822 0.70608 -0.3 0.4 0.1 -0.0846
N -1.95637 -1.49388 0.68088 -0.1 -0.6 -0.4 -0.0588
C -2.26455 -2.77445 0.34975 0.3 -0.3 0.1 -0.0368
C -1.17426 -3.55377 0.64662 -0.2 0.1 0.0 -0.0273
C -0.22951 -2.65678 1.15717 -0.6 0.1 0.1 -0.1375
N -0.70594 -1.42254 1.15601 1.1 0.4 0.3 0.0531
C 0.59398 2.94556 1.13412 -0.6 0.2 -0.6 -0.1609
C 1.22748 4.10706 0.72843 -0.2 0.0 0.0 0.0052
N 1.17244 2.20802 2.18114 0.2 0.1 0.5 -0.0808
C 1.74531 2.70582 3.29960 0.1 -0.3 0.3 -0.0369
C 2.24140 1.63604 4.00794 0.0 0.1 -0.1 -0.0343
C 1.92434 0.51407 3.23290 -0.1 0.2 0.0 -0.1281
N 1.28094 0.87803 2.13783 -0.1 -0.7 -1.1 0.0368
H 0.88102 6.69682 -1.44591 0.0 0.1 0.0 0.0821
H 1.82880 6.69034 0.05334 0.0 0.1 0.0 0.0866
H 2.36928 5.75205 -1.33099 0.0 0.1 -0.1 0.0875
H -0.87917 5.09347 -1.70365 -0.1 0.0 -0.1 0.1194
H -2.01488 3.03398 -1.02589 0.0 0.0 -0.1 0.1191
H -3.11474 2.96012 1.02777 0.0 0.1 0.0 0.1169
H -5.48461 2.40735 0.99171 -0.1 0.1 0.0 0.1214
H -7.21950 0.76316 0.37716 -0.1 0.0 -0.1 0.0853
H -6.83213 -0.96243 0.24197 0.0 0.0 -0.1 0.0854
H -6.95626 -0.20004 1.82194 -0.1 0.0 0.1 0.0969
H -4.52676 -1.71736 0.67503 0.0 -0.1 0.0 0.1154
H -3.19366 -3.05896 -0.09703 -0.2 0.0 -0.1 0.1267
H -1.07618 -4.61134 0.51690 0.0 -0.2 -0.1 0.1060
H 0.75458 -2.85175 1.53710 0.2 0.0 0.0 0.1113
H 2.16081 4.39067 1.19291 0.1 0.0 0.1 0.1272
H 1.73308 3.75281 3.53033 0.0 0.2 0.0 0.1302
H 2.75982 1.65697 4.94232 0.1 0.0 0.3 0.0996
H 2.12428 -0.52126 3.43484 0.0 -0.2 -0.1 0.1160
N 2.29005 1.96762 -2.36642 0.0 0.1 0.3 0.1958
C 1.96415 1.67904 -1.29445 -0.2 -0.3 -0.4 0.0052
H 2.53026 2.16822 -3.31509 0.0 0.1 0.0 0.1078
```
Forces are in eV/Å.


C37H29CoN9O4SSe | the ωB97M-V functional and the def2-TZVPD basis

Results
Charge = +1
Multiplicity = 5
LUMO level (spin up / spin down) = -2.96 / -4.83 eV

```
82
Properties=species:S:1:pos:R:3:forces:R:3:lowdin_charge:R:1
Co 1.10595 -0.07283 1.27673 0.2 0.4 0.1 0.8153
N 6.62344 -4.00532 -2.54718 -0.1 -0.1 0.0 0.1216
C 5.96492 -3.09832 -1.76729 0.1 0.0 0.0 -0.3096
C 6.12791 -3.11345 -0.37207 0.0 0.0 0.0 -0.0156
C 5.45581 -2.21420 0.42083 0.0 0.1 -0.1 -0.0476
C 4.60129 -1.28315 -0.16928 0.0 -0.1 0.0 -0.3153
C 4.42367 -1.25441 -1.54516 0.0 0.0 0.0 -0.0674
C 5.10400 -2.15535 -2.34076 0.0 0.0 0.0 -0.0230
S 3.78788 -0.14446 0.85577 -0.1 0.0 0.1 0.6367
O 4.72556 0.65827 1.57947 0.0 0.0 0.0 -0.2556
O 2.79400 0.57189 0.01416 -0.2 0.0 0.1 -0.3647
N 2.80560 -0.99640 1.82184 0.2 -0.1 0.1 -0.1642
C 2.74916 -0.65042 3.16749 0.0 0.0 -0.2 -0.4706
N 3.69546 -0.93966 4.04184 0.0 0.0 0.0 0.1643
C 3.43924 -0.58634 5.29768 0.0 0.0 0.0 -0.0860
C 2.25441 0.02259 5.69319 0.0 0.0 0.0 -0.0316
C 1.33391 0.29352 4.70310 0.0 0.1 0.0 -0.0891
N 1.58535 -0.02424 3.43487 0.1 0.0 -0.1 0.0805
H 7.34522 -4.57738 -2.14904 0.0 0.0 0.0 0.1015
H 6.62465 -3.90197 -3.54510 0.0 0.0 0.0 0.1008
H 6.79480 -3.83794 0.07761 0.0 0.0 0.0 0.1167
H 5.58752 -2.22449 1.49525 0.0 0.0 0.0 0.1228
H 3.76631 -0.51698 -1.98541 0.0 0.0 0.0 0.1093
H 4.98215 -2.12827 -3.41626 0.0 0.0 0.0 0.1141
H 4.21407 -0.80904 6.02177 0.0 0.0 0.0 0.1195
H 2.06614 0.27928 6.72408 0.0 0.0 0.0 0.1084
H 0.38938 0.78150 4.91114 0.0 0.0 0.0 0.1210
Se -5.98078 -0.42223 3.26089 0.0 0.0 0.0 1.1703
N -4.82793 0.81069 2.73607 0.1 0.0 0.0 -0.2299
C -3.75773 0.21508 2.26601 0.0 0.1 -0.1 -0.3094
C -2.70215 1.06634 1.72898 -0.2 0.0 0.1 -0.0393
C -2.77168 2.44249 1.79944 0.0 0.0 0.0 0.0182
C -1.73364 3.22319 1.31929 0.1 0.0 -0.1 0.0057
C -0.53052 2.58886 0.89841 -0.1 0.0 0.0 -0.0696
N -0.41102 1.30456 0.79963 0.0 -0.1 0.0 0.0824
C -1.56047 0.46316 0.98860 0.1 0.0 -0.1 -0.3231
C -1.42490 -1.89966 1.64487 0.1 0.1 0.0 -0.2838
N -0.46443 -2.73304 1.32427 0.0 -0.1 0.0 0.1607
C -0.78194 -4.02290 1.21941 0.0 0.0 0.0 -0.0870
C -2.07366 -4.48274 1.42235 0.0 0.0 0.0 -0.0255
C -3.05804 -3.57274 1.76265 -0.1 0.0 0.0 0.0208
C -2.74848 -2.22029 1.89463 -0.1 0.0 0.0 -0.0673
C -3.79389 -1.25095 2.31656 0.1 -0.1 0.0 -0.2925
N -4.88914 -1.75216 2.81000 0.1 0.0 0.0 -0.2249
H -3.63894 2.89623 2.25779 0.0 0.0 0.0 0.1258
H -1.77551 4.30013 1.36539 0.0 0.0 0.0 0.1181
H 0.36328 3.17516 0.71102 0.0 0.0 0.0 0.1368
H 0.02452 -4.69570 0.95824 0.0 0.0 0.0 0.1197
H -2.30128 -5.53359 1.32134 0.0 0.0 0.0 0.1138
H -4.07572 -3.89052 1.94248 0.0 0.0 0.0 0.1216
C -1.35281 5.21166 -1.80387 0.0 0.0 0.1 -0.0468
C -2.37637 4.10664 -1.87303 0.1 0.0 0.0 -0.2420
C -3.66443 4.33560 -1.40154 0.0 0.0 0.0 -0.0554
C -4.65138 3.36723 -1.51386 0.0 0.0 0.0 -0.0671
C -4.34768 2.14454 -2.08420 0.0 0.0 0.0 -0.0216
C -3.06198 1.89908 -2.54909 0.1 -0.1 0.0 -0.2097
N -2.78174 0.65602 -3.18339 -0.2 -0.2 0.1 0.0993
C -1.71444 -0.15894 -2.88645 0.1 0.0 -0.1 -0.2163
C -1.05527 -0.81556 -3.93704 0.0 0.0 0.1 -0.0116
C 0.10578 -1.52152 -3.72199 0.1 0.0 0.0 -0.0494
C 0.68418 -1.56630 -2.45293 0.0 0.0 -0.1 -0.0570
C 0.01912 -0.96176 -1.41408 0.0 0.1 0.1 -0.0361
C -1.21252 -0.31280 -1.57602 0.0 0.0 0.0 -0.0730
C -2.10377 -0.07032 -0.41319 0.0 -0.1 0.0 -0.2034
O -3.28328 -0.31346 -0.44291 0.0 0.1 -0.2 0.1633
O -0.96649 -0.60048 1.77019 0.0 -0.1 0.0 -0.0282
C -2.06099 2.87252 -2.46143 0.1 0.1 0.1 -0.1558
C -0.68996 2.62540 -3.03295 0.0 0.0 -0.1 -0.0086
H -1.73761 6.05724 -1.23566 0.0 0.0 0.0 0.0792
H -1.09755 5.57607 -2.80053 0.0 0.0 0.0 0.0899
H -0.41889 4.88475 -1.34266 0.0 0.0 0.0 0.0740
H -3.90154 5.29617 -0.96019 0.0 0.0 0.0 0.1127
H -5.65279 3.56559 -1.15599 0.0 0.0 0.0 0.1080
H -5.09133 1.36383 -2.16375 0.0 0.0 0.0 0.1190
H -3.26071 0.47379 -4.05025 0.0 0.0 0.0 0.1537
H -1.45436 -0.71474 -4.93895 0.0 0.0 0.0 0.1221
H 0.59435 -2.00982 -4.55511 0.0 0.0 0.0 0.1142
H 1.61931 -2.08031 -2.27912 0.0 0.0 0.0 0.1046
H 0.46288 -1.06306 -0.43038 -0.2 -0.3 -0.1 0.0591
H -0.73658 1.94808 -3.88427 0.0 0.1 0.0 0.0833
H -0.01260 2.17071 -2.30304 0.0 0.0 0.0 0.0880
H -0.23229 3.55230 -3.36991 0.0 0.0 0.0 0.0778
```
Forces are in eV/Å.


Quick rundown of maximum force, same order as above: 1.61; 1.52; 0.44 eV Å⁻¹
Quick rundown of E, same order as above: -122015.325; -99712.152; -174242.914 eV